(1)
{
  "formula": "C12H33B2FN3O10PSi2",
  "method": "the ωB97M-V functional and the def2-TZVPD basis",
  "elements": ["C", "C", "C", "Si", "C", "C", "C", "C", "O", "O", "C", "P", "O", "O", "O", "O", "Si", "B", "N", "O", "B", "N", "O", "C", "F", "C", "C", "H", "H", "H", "H", "H", "H", "H", "H", "H", "H", "H", "H", "H", "H", "H", "H", "H", "H", "H", "H", "H", "H", "H", "H", "H", "H", "H", "H", "H", "H", "C", "N", "O", "O", "H", "H", "H"],
  "positions_angstrom": [[3.035, 0.439, 3.272], [1.487, 0.752, 2.721], [1.589, 1.991, 1.627], [1.377, 1.450, -0.209], [3.104, 0.660, -0.719], [2.873, -0.986, -0.532], [4.272, -1.827, -0.382], [3.860, -3.443, -0.305], [4.145, -4.320, -1.305], [3.123, -4.023, 0.859], [1.210, 3.048, -1.271], [1.755, 2.868, -3.095], [3.351, 3.052, -3.184], [1.379, 1.277, -3.763], [1.054, 4.082, -4.141], [0.189, 0.210, -0.509], [-1.417, 0.583, 0.026], [-1.999, -0.936, 1.137], [-1.605, -2.317, 0.583], [-2.722, -0.794, 2.419], [-2.607, 0.518, -1.541], [-2.105, 0.754, -2.959], [-4.075, 0.250, -1.398], [-1.718, 2.265, 0.871], [-1.488, 2.148, 2.359], [-3.359, 2.570, 0.741], [-3.842, 3.655, 1.890], [3.193, -0.709, 3.524], [3.862, 0.717, 2.490], [3.176, 1.139, 4.207], [0.871, 1.030, 3.678], [1.019, -0.204, 2.210], [2.706, 2.399, 1.725], [0.909, 2.926, 1.923], [3.352, 0.808, -1.853], [3.966, 0.942, 0.020], [2.179, -1.337, -1.416], [2.239, -1.095, 0.469], [4.787, -1.581, 0.645], [4.990, -1.719, -1.311], [2.201, -4.301, 0.567], [0.146, 3.537, -1.280], [1.948, 3.847, -0.781], [1.510, 1.319, -4.760], [1.337, 4.998, -3.825], [-0.808, -2.181, -0.108], [-2.401, -2.768, 0.079], [-2.268, -1.465, 3.042], [-2.381, -0.092, -3.504], [-1.059, 0.845, -2.938], [-4.229, -0.584, -0.858], [-1.202, 3.200, 0.397], [-4.010, 1.608, 0.889], [-3.556, 3.102, -0.308], [-4.958, 4.004, 1.743], [-3.182, 4.635, 1.873], [-3.796, 3.167, 2.976], [-2.578, -6.090, -0.646], [-3.670, -5.268, -0.057], [-3.875, -4.157, -0.558], [-4.290, -5.763, 0.892], [-2.122, -5.534, -1.468], [-1.848, -6.281, 0.142], [-3.024, -7.018, -1.009]],
  "atomic_forces_ev_per_a": [[-0.41, -0.14, -0.07], [0.97, -0.07, 0.05], [0.24, 1.02, 1.61], [1.53, -1.26, -0.06], [0.00, -2.11, -0.31], [-0.50, 0.71, 0.71], [-0.96, -1.47, 0.41], [0.69, -4.96, -4.65], [-1.84, 6.00, 6.38], [0.25, 1.94, -2.58], [-1.04, 1.48, -0.80], [6.06, 0.81, -1.88], [-5.92, -0.66, 0.54], [-0.24, 3.54, 0.05], [0.66, -1.23, 2.48], [0.14, 2.68, 0.99], [0.76, 0.25, 0.02], [-0.72, -2.04, 2.35], [0.07, 2.08, -0.61], [2.88, -1.84, -1.52], [-2.38, 0.31, -2.93], [0.24, -1.61, 2.74], [2.80, -1.50, 0.24], [-2.12, 1.40, 1.04], [0.16, 0.48, -2.70], [-0.04, 1.19, 0.47], [-0.03, -0.01, 0.63], [-0.42, 2.52, -0.23], [-1.69, -0.48, 1.34], [-0.03, -1.64, -1.77], [0.92, -0.49, -2.15], [0.89, 1.87, 1.13], [-2.35, -0.74, -0.45], [1.27, -2.19, -0.58], [-0.07, 0.11, 2.31], [-1.54, -0.15, -1.64], [1.62, 0.42, 1.75], [1.45, -0.22, -2.07], [-0.92, -0.29, -2.13], [-1.52, -0.25, 2.05], [1.88, 0.38, 0.12], [1.84, -0.94, 0.07], [-1.38, -1.74, -1.38], [-0.11, 0.10, 1.69], [-0.26, -1.87, -0.45], [-1.49, -0.32, 0.96], [0.85, 0.18, 0.75], [-1.48, 1.18, -1.41], [0.20, 1.26, 0.06], [-1.35, -0.28, -0.39], [0.20, 1.74, -0.74], [-0.65, -1.57, 1.48], [1.38, 1.78, -0.57], [0.40, -1.55, 2.10], [2.22, -0.87, 0.00], [-1.21, -2.08, 0.05], [0.10, 1.11, -2.48], [0.25, 0.00, -0.25], [-0.87, 0.19, 0.80], [0.03, -1.21, 0.73], [0.94, 1.02, -1.64], [-0.21, -0.06, 0.24], [-0.24, -0.05, -0.09], [0.08, 0.13, 0.20]]
}

=====

(2)
{
  "formula": "C3ClF2N",
  "method": "the ωB97M-V functional and the def2-TZVPD basis",
  "elements": ["C", "C", "C", "N", "F", "F", "Cl"],
  "positions_angstrom": [[-0.749, -0.432, -0.073], [0.002, 0.580, -0.031], [1.383, 0.287, 0.119], [2.477, -0.364, 0.060], [-0.332, -1.749, -0.074], [-0.389, 1.763, -0.076], [-2.392, -0.086, 0.074]],
  "atomic_forces_ev_per_a": [[-3.20, -5.20, 0.24], [5.36, -0.84, 0.29], [9.94, -5.58, -1.05], [-8.82, 5.65, 0.74], [-0.89, 2.50, 0.03], [-1.38, 4.35, 0.02], [-1.01, -0.88, -0.27]],
  "smiles": "N#C/C(F)=C(\\F)Cl"
}

=====

(3)
{
  "formula": "C18H21N3O4",
  "method": "the ωB97M-V functional and the def2-TZVPD basis",
  "elements": ["C", "C", "N", "N", "C", "O", "C", "O", "C", "C", "C", "C", "C", "C", "H", "H", "C", "H", "H", "H", "H", "H", "H", "H", "H", "C", "H", "H", "C", "O", "N", "H", "C", "C", "C", "C", "C", "O", "H", "H", "H", "H", "H", "H", "H", "H"],
  "positions_angstrom": [[-0.649, -2.161, -1.552], [0.350, -2.250, -0.449], [0.164, -1.981, 0.782], [-1.085, -1.663, 1.267], [-2.238, -2.347, 1.089], [-2.378, -3.327, 0.387], [-3.384, -1.763, 1.925], [-3.242, -0.389, 2.192], [-3.332, 0.486, 1.136], [-3.171, 1.834, 1.452], [-3.233, 2.792, 0.463], [-3.455, 2.439, -0.865], [-3.615, 1.096, -1.166], [-3.556, 0.120, -0.183], [-3.687, -0.913, -0.464], [-3.789, 0.794, -2.189], [-3.522, 3.493, -1.929], [-4.372, 4.152, -1.754], [-2.620, 4.103, -1.918], [-3.629, 3.046, -2.913], [-3.108, 3.833, 0.722], [-3.001, 2.105, 2.482], [-4.334, -1.992, 1.428], [-3.384, -2.253, 2.904], [-1.046, -1.011, 2.042], [1.755, -2.598, -0.831], [2.290, -3.008, 0.026], [1.764, -3.311, -1.654], [2.468, -1.320, -1.290], [2.857, -1.144, -2.422], [2.584, -0.415, -0.300], [2.226, -0.649, 0.614], [3.262, 0.856, -0.473], [4.531, 0.909, 0.311], [5.792, 0.476, 0.022], [6.578, 0.751, 1.168], [5.736, 1.326, 2.067], [4.496, 1.424, 1.562], [5.892, 1.698, 3.060], [7.621, 0.549, 1.297], [6.114, 0.023, -0.892], [2.601, 1.668, -0.154], [3.477, 0.946, -1.540], [-0.146, -2.081, -2.512], [-1.294, -1.295, -1.400], [-1.289, -3.045, -1.547]],
  "atomic_forces_ev_per_a": [[-0.20, 0.02, -0.01], [-0.49, -0.13, 0.11], [0.60, -0.37, 0.37], [0.06, 0.55, -0.14], [-0.16, 0.07, 0.16], [-0.09, -0.13, 0.03], [-0.15, -0.26, -0.08], [0.05, 0.19, 0.10], [-0.03, 0.24, -0.13], [-0.01, -0.22, 0.10], [-0.01, -0.15, -0.02], [-0.01, -0.07, -0.10], [0.02, 0.21, 0.05], [-0.03, -0.26, 0.30], [-0.02, -0.13, -0.02], [-0.01, -0.02, -0.10], [-0.01, 0.03, 0.05], [-0.04, 0.08, -0.07], [0.03, 0.07, -0.07], [0.00, 0.03, -0.09], [0.02, 0.12, 0.05], [0.02, 0.04, 0.13], [0.18, 0.00, -0.01], [-0.02, 0.02, -0.16], [-0.08, -0.16, -0.22], [0.26, 0.12, -0.11], [-0.06, -0.03, -0.02], [0.05, 0.07, 0.03], [-0.26, -0.44, 0.30], [0.22, 0.04, -0.54], [-0.03, 0.33, 0.35], [-0.04, -0.05, -0.09], [0.09, -0.02, 0.17], [0.44, -0.26, -0.76], [-0.64, 0.23, 0.01], [-0.23, 0.21, 0.47], [0.86, -0.24, 0.00], [-0.50, 0.14, 0.02], [-0.08, 0.08, 0.13], [0.22, 0.00, 0.11], [0.00, -0.10, -0.25], [0.08, -0.02, -0.13], [-0.04, 0.08, 0.18], [0.06, 0.07, -0.06], [-0.05, 0.01, 0.00], [0.04, 0.02, -0.03]],
  "smiles": "C/C(CC(=O)NCc1ccco1)=N\\NC(=O)COc1ccc(C)cc1"
}

=====

(4)
{
  "formula": "H10O5",
  "method": "the ωB97M-V functional and the def2-TZVPD basis",
  "elements": ["O", "O", "O", "O", "O", "H", "H", "H", "H", "H", "H", "H", "H", "H", "H"],
  "positions_angstrom": [[-2.905, 4.861, 1.846], [4.066, -8.626, -3.937], [1.010, -1.662, -2.078], [-0.649, 5.412, -1.185], [-2.749, -0.048, 6.235], [-1.982, 5.023, 2.211], [4.820, -9.165, -4.178], [0.923, -1.020, -2.811], [-0.960, 4.889, -2.027], [-2.231, -0.101, 7.113], [-2.694, 5.114, 0.867], [3.702, -8.381, -4.812], [1.836, -2.265, -2.303], [0.263, 5.066, -0.990], [-2.449, 0.902, 6.049]],
  "atomic_forces_ev_per_a": [[2.68, 1.13, -2.18], [-0.40, 0.29, -0.89], [2.36, -1.45, -0.97], [0.26, -1.92, -2.04], [2.33, 2.39, 2.09], [-1.76, -0.39, -0.30], [0.28, -0.20, 0.13], [0.29, -0.64, 0.46], [1.06, 1.49, 2.52], [-1.36, -0.58, -1.80], [-0.85, -0.73, 2.41], [0.12, -0.08, 0.75], [-2.65, 2.08, 0.52], [-1.39, 0.42, -0.42], [-0.98, -1.81, -0.29]],
  "smiles": "O.O.O.O.O"
}

=====

Calculated values (eV Å⁻¹) of largest force on an atom for the records, taken in order: 8.95 11.45 0.91 3.94.
Calculated values (hartree) of E_HOMO for the records, taken in order: -0.348 -0.379 -0.317 -0.411.
Calculated values (eV) of HOMO-LUMO gap for the records, taken in order: 8.9388 10.1221 9.2026 11.6812.